1.
The following is a quantum chemistry calculation of the molecule C3H7N3O2 in a non-equilibrium geometry, from the Open Molecules 2025 dataset.

Last column: natural (NBO) charge in e.
Element x y z (Å)
O1 0.211 0.541 -1.334  -0.342
O2 0.096 0.978 2.179  -0.578
N1 -0.531 0.839 0.898  -0.259
N2 -1.122 0.102 -1.553  -0.325
N3 -0.554 -2.223 -0.689  -0.709
C1 -1.314 -1.228 -1.046  0.269
C2 1.966 0.720 0.320  -0.719
C3 0.423 0.782 0.038  0.506
H1 2.506 -0.103 -0.571  0.265
H2 -0.937 -3.123 -0.488  0.367
H3 -0.803 1.297 2.674  0.488
H4 -2.339 -1.408 -0.954  0.139
H5 1.919 0.249 1.368  0.263
H6 2.392 1.893 0.286  0.252
H7 -1.914 0.683 -1.128  0.385

Values from the calculation:
Frontier orbital gap = 10.27 eV
Electronic energy = -433.04965 Ha
Energy relative to the best compared isomer or geometry (same formula, charge and spin) = 171.39 kcal/mol
SMILES = [H]/N=C/NO/C(C)=N/O

=====

2.
The following is a quantum chemistry calculation of a cluster of 2 separate species, C3H7N3O2 in total in a non-equilibrium geometry, from the Open Molecules 2025 dataset.

Last column: natural (NBO) charge in e.
Element x y z (Å)
O1 1.414 0.337 0.744  -0.657
O2 3.606 -0.008 0.313  -0.356
N1 -0.887 -0.193 -0.948  -0.487
N2 -1.034 1.256 1.006  -0.679
N3 0.486 -2.029 -0.487  -0.644
C1 0.283 -0.859 -0.897  0.444
C2 2.529 0.174 0.545  1.070
C3 -1.327 0.908 -0.421  0.186
H1 -1.501 -0.307 -1.788  0.515
H2 -0.101 -2.486 0.210  0.442
H3 1.334 -2.417 -0.897  0.473
H4 -1.465 2.142 1.180  0.478
H5 -1.432 0.460 1.453  0.467
H6 -1.835 1.649 -1.042  0.273
H7 -0.069 1.374 1.031  0.475

Values from the calculation:
Frontier orbital gap (spin up / spin down) = 8.61 / 8.29 eV
Electronic energy = -432.47855 Ha
Total charge = +2
Energy relative to the best compared isomer or geometry (same formula, charge and spin) = 59.50 kcal/mol

=====

3.
The following is a quantum chemistry calculation of the molecule C3H7N3O2S in a non-equilibrium geometry, from the Open Molecules 2025 dataset.

Last column: natural (NBO) charge in e.
Element x y z (Å)
S1 -2.206 0.402 -0.426  1.539
O1 -3.261 0.653 0.523  -0.929
O2 1.452 0.837 0.443  -0.530
N1 -1.582 -1.046 -0.282  -0.856
N2 0.287 -2.352 -0.096  -0.791
N3 -0.740 1.366 0.733  -0.840
C1 -0.427 -1.321 0.181  0.311
C2 1.471 1.020 -1.002  -0.273
C3 0.333 0.724 1.167  0.405
H1 1.418 -0.048 -1.336  0.190
H2 0.667 1.808 -1.237  0.216
H3 -0.072 -3.043 -0.924  0.364
H4 -1.565 1.464 1.415  0.401
H5 2.385 1.442 -1.300  0.197
H6 1.298 -2.389 0.010  0.408
H7 0.544 0.483 2.130  0.185

Values from the calculation:
Frontier orbital gap (spin up / spin down) = 8.26 / 8.26 eV
Electronic energy = -831.29998 Ha
Energy relative to the best compared isomer or geometry (same formula, charge and spin) = 56.65 kcal/mol

=====

4.
The following is a quantum chemistry calculation of the molecule C3H7N3O3 in a non-equilibrium geometry, from the Open Molecules 2025 dataset.

Last column: natural (NBO) charge in e.
Element x y z (Å)
O1 -0.384 -1.309 -0.333  -0.459
O2 -2.698 0.157 -1.076  -0.295
O3 -3.365 0.148 0.985  -0.315
N1 0.997 0.410 0.377  -0.598
N2 -2.508 0.244 0.138  0.404
N3 -1.263 0.648 0.573  -0.429
C1 -0.231 -0.089 0.079  0.724
C2 0.651 -1.956 -1.083  -0.260
C3 1.096 1.811 0.856  -0.423
H1 0.166 -2.920 -1.463  0.218
H2 1.305 2.670 0.271  0.208
H3 0.195 2.041 1.236  0.245
H4 1.758 1.744 1.735  0.198
H5 1.899 0.021 0.189  0.409
H6 1.456 -2.203 -0.515  0.178
H7 0.926 -1.418 -1.969  0.195

Values from the calculation:
Frontier orbital gap (spin up / spin down) = 6.43 / 7.24 eV
Electronic energy = -508.19951 Ha
Multiplicity = 3
Energy relative to the best compared isomer or geometry (same formula, charge and spin) = 58.30 kcal/mol
Expectation value of S² = 2.01

=====

5.
The following is a quantum chemistry calculation of the molecule C3H7N3OS in a non-equilibrium geometry, from the Open Molecules 2025 dataset.

Last column: natural (NBO) charge in e.
Element x y z (Å)
S1 3.594 -0.768 -0.053  -0.021
O1 -0.713 -1.073 0.024  -0.505
N1 1.584 1.621 0.051  -0.633
N2 -1.108 1.169 -0.120  -0.750
N3 1.092 0.331 0.043  -0.310
C1 1.987 -0.725 0.033  -0.104
C2 -2.100 -1.276 -0.009  -0.264
C3 -0.293 0.196 -0.044  0.688
H1 -2.526 -0.942 1.010  0.193
H2 -2.377 -2.363 -0.152  0.201
H3 1.330 2.044 0.895  0.364
H4 -0.601 2.059 -0.028  0.349
H5 1.378 2.115 -0.807  0.370
H6 1.370 -1.658 -0.011  0.217
H7 -2.618 -0.730 -0.831  0.207

Values from the calculation:
Frontier orbital gap = 8.96 eV
Electronic energy = -756.14520 Ha
Energy relative to the best compared isomer or geometry (same formula, charge and spin) = 55.92 kcal/mol
SMILES = [H]/N=C(/OC)N(N)C=S

=====

6.
The following is a quantum chemistry calculation of the molecule C3H7N3OS in a non-equilibrium geometry, from the Open Molecules 2025 dataset.

Last column: natural (NBO) charge in e.
Element x y z (Å)
S1 -0.455 2.674 1.482  0.167
O1 -0.058 -0.536 -0.598  -0.504
N1 0.151 1.274 0.730  -0.651
N2 1.227 -2.200 -1.414  -0.821
N3 2.248 -0.857 0.239  -0.713
C1 -0.539 0.450 0.142  0.542
C2 -1.988 0.578 -0.030  -0.705
C3 1.230 -1.074 -0.553  0.666
H1 0.391 -2.723 -1.290  0.375
H2 0.774 3.224 1.942  0.144
H3 -2.563 0.244 0.936  0.250
H4 -2.105 1.701 -0.114  0.237
H5 -2.260 -0.052 -1.018  0.251
H6 2.036 -2.769 -1.163  0.390
H7 1.911 0.065 0.708  0.373

Values from the calculation:
Frontier orbital gap = 9.76 eV
Electronic energy = -756.15242 Ha
Energy relative to the best compared isomer or geometry (same formula, charge and spin) = 51.39 kcal/mol
SMILES = [H]/N=C(/N)O/C(C)=N/S

=====

7.
The following is a quantum chemistry calculation of the molecule C3H7N3S in a non-equilibrium geometry, from the Open Molecules 2025 dataset.

Last column: natural (NBO) charge in e.
Element x y z (Å)
S1 -2.138 0.164 -0.081  -0.114
N1 0.370 -0.712 -0.111  -0.311
N2 1.178 -1.906 0.030  -0.610
N3 2.251 0.758 -0.056  -0.673
C1 0.967 0.603 -0.072  0.424
C2 0.321 1.907 0.142  -0.677
C3 -0.936 -0.950 0.183  -0.063
H1 1.655 -1.746 -0.773  0.356
H2 1.700 -1.770 0.930  0.365
H3 1.396 2.392 0.671  0.269
H4 -0.486 1.818 0.833  0.232
H5 2.667 -0.120 -0.395  0.310
H6 -0.052 2.379 -0.895  0.257
H7 -1.365 -1.913 0.375  0.236

Values from the calculation:
Frontier orbital gap = 8.56 eV
Electronic energy = -680.84212 Ha
Energy relative to the best compared isomer or geometry (same formula, charge and spin) = 87.92 kcal/mol
SMILES = [H]/N=C(/C)N(N)C=S

=====

8.
The following is a quantum chemistry calculation of the molecule C3H7N3S in a non-equilibrium geometry, from the Open Molecules 2025 dataset.

Last column: natural (NBO) charge in e.
Element x y z (Å)
S1 2.580 -0.753 0.612  0.136
N1 1.094 1.879 -0.804  -0.159
N2 1.085 2.425 0.222  -0.050
N3 0.932 -0.366 0.041  -0.512
C1 -1.319 0.458 0.849  -0.680
C2 0.097 0.054 1.094  -0.040
C3 0.918 0.517 -1.088  -0.147
H1 -0.135 0.447 -1.323  0.225
H2 1.711 0.312 -1.814  0.234
H3 -1.357 1.352 0.206  0.213
H4 -1.820 -0.268 0.275  0.211
H5 -1.800 0.685 1.791  0.241
H6 2.783 -1.928 -0.129  0.128
H7 0.509 -0.256 2.032  0.201

Values from the calculation:
Frontier orbital gap (spin up / spin down) = 8.28 / 7.64 eV
Electronic energy = -680.81127 Ha
Energy relative to the best compared isomer or geometry (same formula, charge and spin) = 107.29 kcal/mol